No. 1
C45H50BiN6SSi2 as an isolated structure. Source: OMol25; level of theory: wB97M-V/def2-TZVPD.

For the LUMO energy (spin up / spin down), the calculation gives 2.173 / 2.172 eV. Its net charge is -1. The HOMO energy (spin up / spin down) is -3.84 / -2.78 eV. The energy above the lowest of the compared OMol25 structures with the same formula, charge and spin comes out at 25.70 kcal per mole. As for the spin multiplicity: 1. Its calculated total energy is -88848.10432 eV. The value obtained for the molar mass is 972.16 u.

Geometry as XYZ:
```
105
Properties=species:S:1:pos:R:3:forces:R:3:lowdin_charge:R:1
Bi 0.10867 0.47669 -0.26500 -0.06 0.04 0.20 1.55
C -3.99761 -0.39928 -1.44962 -0.02 0.00 -0.04 -0.05
C -3.02401 -1.41547 -1.99225 -0.15 0.02 0.13 -0.41
C -3.42440 -2.34788 -2.93323 -0.05 0.02 -0.02 -0.09
C -2.46691 -3.27270 -3.36130 0.04 -0.01 -0.07 -0.11
C -1.20161 -3.23616 -2.84353 -0.08 -0.12 0.03 -0.05
C -0.85287 -2.27574 -1.84142 0.15 0.00 -0.18 -0.50
N -1.80086 -1.36589 -1.47360 -0.05 0.15 -0.02 0.04
N 0.35052 -2.18400 -1.29084 -0.16 0.13 0.07 -0.13
Si 1.36025 -3.42686 -0.77798 0.26 -0.05 -0.05 0.31
C 2.48880 -2.77771 0.57792 -0.08 0.00 0.00 -0.17
C 2.50847 -4.13548 -2.10622 -0.06 -0.04 0.03 -0.19
C 0.38869 -4.89648 -0.08928 0.00 0.08 -0.04 -0.18
H -4.53476 -0.81950 -0.59614 0.00 0.01 0.03 0.08
H -4.73614 -0.10270 -2.19722 0.00 -0.01 0.00 0.07
H -3.46438 0.48359 -1.09542 0.00 0.02 -0.03 0.04
H -4.43261 -2.34615 -3.32564 -0.02 0.00 0.01 0.09
H -2.72184 -4.00605 -4.11990 0.01 -0.01 0.01 0.09
H -0.43457 -3.91789 -3.18542 0.02 -0.05 -0.02 0.09
H 3.19525 -2.04529 0.18164 0.02 0.05 -0.05 0.02
H 3.06599 -3.58263 1.03790 0.04 -0.06 0.03 0.03
H 1.90777 -2.27785 1.35667 -0.01 0.00 0.04 0.01
H 3.12308 -3.35339 -2.55529 0.02 0.07 0.00 0.01
H 1.92893 -4.60143 -2.90624 0.00 -0.03 -0.05 0.01
H 3.17515 -4.89461 -1.68846 0.04 -0.03 0.01 0.02
H -0.38279 -4.54915 0.59969 -0.03 0.03 0.06 0.01
H 1.03635 -5.59715 0.44157 0.05 -0.03 0.02 0.02
H -0.11024 -5.44128 -0.89217 -0.05 -0.04 -0.04 0.01
N 4.71318 0.68126 1.35488 0.08 0.06 0.02 0.11
C 4.90137 -0.16995 2.45072 0.01 -0.04 -0.05 -0.27
C 6.12649 -0.78095 2.68954 0.01 -0.02 0.02 -0.03
C 6.30272 -1.58748 3.80410 -0.03 -0.02 0.00 -0.11
C 5.24210 -1.82530 4.66824 0.03 0.00 -0.03 -0.11
C 4.00715 -1.24712 4.40933 0.08 0.01 0.00 -0.11
C 3.84072 -0.39882 3.32502 -0.05 -0.01 0.10 -0.48
S 2.34120 0.45958 3.03218 0.05 0.07 0.01 0.94
N 2.33811 0.55614 1.35083 -0.25 -0.15 -0.06 -0.37
C 3.46074 0.68114 0.69887 0.05 0.10 -0.02 -0.41
C 3.42851 0.77109 -0.71512 0.04 0.01 -0.03 -0.23
C 4.58478 0.91106 -1.53333 0.02 -0.05 0.01 -0.05
C 4.50281 0.76070 -2.88334 -0.04 0.00 -0.05 -0.10
C 3.24783 0.45769 -3.47244 0.11 0.02 0.00 -0.08
C 2.15309 0.43279 -2.65371 -0.03 -0.03 0.05 -0.22
N 2.19367 0.64702 -1.32976 0.08 -0.02 0.08 -0.11
H 5.49408 0.66041 0.71807 -0.05 0.01 0.05 0.10
H 6.94475 -0.61440 1.99896 0.04 0.00 -0.02 0.11
H 7.26608 -2.04783 3.98225 0.00 0.00 0.01 0.09
H 5.36969 -2.46833 5.52844 0.01 -0.02 0.02 0.09
H 3.16329 -1.44164 5.05825 -0.04 0.00 0.03 0.10
H 5.54471 1.14888 -1.09314 0.02 0.00 0.00 0.09
H 5.38750 0.86892 -3.49737 0.02 0.01 0.00 0.09
H 3.13949 0.27292 -4.52977 -0.03 0.00 -0.04 0.09
H 1.17126 0.22800 -3.06147 -0.03 -0.02 -0.04 0.08
C -0.83394 1.91899 3.25312 -0.02 0.03 -0.01 -0.09
C -1.20173 2.62533 1.93440 -0.11 -0.05 -0.03 -0.72
C -2.49529 1.99685 1.39641 0.03 0.06 0.02 -0.09
C -1.44409 4.11082 2.22561 -0.01 -0.03 0.01 -0.07
C -0.09036 2.44992 0.93770 0.19 -0.02 -0.08 -0.30
H -1.67870 1.95940 3.94856 -0.02 0.01 0.06 0.08
H 0.02674 2.39632 3.72770 0.00 -0.02 -0.04 0.07
H -0.58388 0.87007 3.07910 -0.03 0.00 -0.01 0.03
H -3.31028 2.10701 2.11757 -0.04 0.00 0.01 0.08
H -2.36085 0.92536 1.21987 -0.02 -0.07 -0.01 0.04
H -2.80107 2.46835 0.45877 0.02 0.01 0.04 0.06
H -2.24277 4.23623 2.96274 -0.03 0.01 0.04 0.08
H -1.72952 4.64326 1.31877 -0.02 0.00 -0.01 0.06
H -0.53706 4.57015 2.62313 0.03 0.02 0.01 0.08
H 0.79058 3.06478 1.12492 0.04 0.05 0.02 0.03
N -1.46846 -1.68572 1.84561 0.03 0.06 -0.11 0.20
C -1.77166 -1.90368 2.93110 -0.02 -0.05 0.12 -0.15
C -2.14770 -2.18327 4.29008 0.03 0.04 -0.02 -0.22
C -3.42078 -1.84341 4.73992 0.00 0.00 -0.02 -0.03
C -3.77462 -2.11213 6.05080 0.02 -0.01 0.03 -0.08
C -2.86337 -2.71462 6.90795 0.01 0.03 -0.01 -0.09
C -1.59299 -3.04633 6.45734 -0.02 0.01 0.01 -0.08
C -1.22923 -2.78171 5.14802 0.00 -0.01 0.00 -0.02
H -4.11633 -1.37085 4.05985 0.00 0.00 0.00 0.12
H -4.76109 -1.84728 6.40565 -0.02 0.00 0.01 0.10
H -3.14178 -2.91871 7.93302 -0.01 -0.01 0.02 0.10
H -0.88196 -3.50792 7.12831 0.02 -0.02 0.02 0.10
H -0.24292 -3.02905 4.78094 0.02 0.00 -0.01 0.12
C -1.06393 0.77907 -6.55641 0.00 0.00 0.01 -0.11
C -1.90031 0.33794 -5.54133 0.02 -0.01 -0.05 -0.08
C -1.73639 0.81804 -4.25074 0.01 -0.04 0.07 -0.10
C -0.74705 1.75125 -3.93474 0.05 -0.03 0.02 -0.34
C 0.08723 2.17527 -4.97268 -0.02 0.06 0.00 -0.13
C -0.06583 1.69880 -6.26733 -0.01 0.01 -0.01 -0.10
Si -0.47213 2.36503 -2.15646 0.01 0.02 -0.36 0.60
C -1.81314 3.67517 -1.87353 0.04 -0.06 0.11 -0.33
C -1.44531 4.91500 -1.34609 -0.03 0.00 -0.01 -0.14
C -2.37773 5.92294 -1.14487 -0.02 0.01 0.02 -0.11
C -3.71223 5.70845 -1.45802 0.01 0.00 -0.01 -0.11
C -4.10029 4.48406 -1.98385 -0.01 0.02 0.00 -0.10
C -3.15878 3.48635 -2.19162 -0.03 -0.09 -0.02 -0.11
H -1.18004 0.39834 -7.56349 0.00 -0.01 -0.02 0.09
H -2.66278 -0.40252 -5.74603 -0.04 -0.02 0.02 0.10
H -2.36821 0.41970 -3.46811 -0.03 0.01 0.01 0.07
H 0.87886 2.88413 -4.76020 0.03 0.02 0.01 0.09
H 0.59850 2.04157 -7.05112 0.02 0.01 -0.02 0.09
H 0.76719 3.18886 -2.27982 0.01 -0.03 0.09 -0.01
H -0.40910 5.09199 -1.08588 0.05 0.01 0.01 0.09
H -2.06260 6.87544 -0.73577 0.00 0.01 0.01 0.10
H -4.44344 6.49063 -1.29724 -0.01 0.01 0.00 0.09
H -5.13802 4.30644 -2.23813 -0.02 0.00 0.00 0.10
H -3.48699 2.54259 -2.61288 0.02 -0.03 -0.02 0.09
```
Forces are in eV/Å.

No. 2
The molecule C3H4Cl2S2. Source: OMol25; level of theory: wB97M-V/def2-TZVPD.

For the LUMO energy, the calculation gives -0.142 eV. The HOMO energy is -8.51 eV. The energy above the lowest of the compared OMol25 structures with the same formula, charge and spin comes out at 25.63 kcal per mole. As for the spin multiplicity: 1. Its calculated total energy is -49888.76434 eV. The value obtained for the molar mass is 175.11 u.

Geometry as XYZ:
```
11
Properties=species:S:1:pos:R:3:forces:R:3:nbo_charge:R:1
C 1.30052 0.51185 -0.39735 -0.11 -0.70 1.94 -0.57
C 0.57522 -0.81855 -0.22394 -2.35 3.91 1.02 -0.18
C -1.51193 -0.07667 0.45314 1.62 -1.40 0.31 -0.45
S 0.56893 1.80503 0.80261 0.67 -0.38 0.34 0.07
S -1.36988 1.67526 0.17731 0.44 -0.67 -0.04 0.16
Cl 1.06587 -1.89893 0.94877 0.68 -0.83 0.89 0.05
Cl -2.59319 -0.87608 -0.66224 -0.28 0.08 -0.13 -0.02
H 2.40018 0.30274 -0.18532 -1.31 0.96 -0.30 0.26
H 1.05127 1.05547 -1.28688 0.40 -0.58 -0.98 0.24
H 0.28818 -1.22038 -1.13403 -0.73 -1.15 -1.46 0.20
H -1.77519 -0.45974 1.50792 0.99 0.75 -1.58 0.23
```
Forces are in eV/Å.

No. 3
C4H4O3 as an isolated structure. Source: OMol25; level of theory: wB97M-V/def2-TZVPD.

For the LUMO energy, the calculation gives 0.570 eV. The HOMO energy is -10.11 eV. The energy above the lowest of the compared OMol25 structures with the same formula, charge and spin comes out at 134.18 kcal per mole. As for the spin multiplicity: 1. Its calculated total energy is -10349.39335 eV. The value obtained for the molar mass is 100.07 u.

Geometry as XYZ:
```
11
Properties=species:S:1:pos:R:3:forces:R:3:nbo_charge:R:1
O -0.49606 1.30422 -1.29541 -0.12 -0.05 0.12 -0.56
C -0.84401 0.88957 -0.12711 -0.01 0.37 0.03 0.39
C 0.30372 0.09523 0.28122 -0.08 -0.09 -0.11 0.14
C -0.20946 -1.11924 0.93674 0.20 -0.07 0.21 -0.10
O -1.29465 -0.81997 0.07453 -0.18 -0.13 -0.10 -0.55
C 1.03193 0.38343 -0.92449 0.31 -0.13 0.05 0.38
O 1.78790 1.04085 -0.13617 -0.10 0.00 -0.16 -0.50
H -1.62858 1.37525 0.44825 0.09 -0.10 -0.06 0.20
H 0.30488 -2.05352 0.69516 -0.08 0.15 0.02 0.20
H -0.43164 -1.03616 2.00463 0.00 -0.03 -0.13 0.19
H 1.28833 -0.06911 -1.88128 -0.02 0.08 0.13 0.20
```
Forces are in eV/Å.

No. 4
C16H18B2CdN6O2 as an isolated structure. Source: OMol25; level of theory: wB97M-V/def2-TZVPD.

For the LUMO energy, the calculation gives -0.161 eV. The HOMO energy is -7.09 eV. The energy above the lowest of the compared OMol25 structures with the same formula, charge and spin comes out at 103.25 kcal per mole. As for the spin multiplicity: 1. Its calculated total energy is -35834.54629 eV. The value obtained for the molar mass is 460.40 u.

Geometry as XYZ:
```
45
Properties=species:S:1:pos:R:3:forces:R:3:nbo_charge:R:1
H 0.80832 -2.26415 2.01917 0.40 0.33 -0.03 0.26
N 0.26931 -1.73852 0.01862 0.86 -1.28 1.83 -0.38
B -0.52695 -1.80879 -2.40320 0.18 1.85 0.41 0.56
N -0.24549 -2.48752 -1.03167 2.13 0.32 0.15 -0.28
C -0.22591 -3.78328 -0.67911 0.33 0.46 -1.06 0.07
Cd 1.23932 1.00832 -0.35363 -0.16 0.59 2.78 1.43
H -0.43929 -4.57148 -1.41591 -0.31 0.67 0.53 0.24
C 0.27584 -3.89254 0.59246 0.35 -0.48 1.50 -0.35
H 0.50916 -4.79695 1.14314 -0.39 0.16 -0.13 0.24
C 0.52983 -2.60248 1.03849 -0.86 -1.01 -1.01 0.04
H -0.75491 -2.60279 -3.26607 -0.12 -0.11 0.17 -0.03
C 0.65084 2.90323 -0.87845 -1.73 3.45 -0.63 -1.39
H 0.65230 3.92619 -0.27796 -0.10 -2.43 -0.77 0.22
H -0.43379 2.42397 -0.85609 1.64 1.71 -0.24 0.19
H 0.85214 3.26639 -1.92747 -0.38 -0.63 0.74 0.20
N 0.72654 -0.93334 -2.86664 1.18 0.77 1.10 -0.32
N -1.64714 -0.80346 -2.13311 -0.33 0.34 0.57 -0.35
N 1.39536 0.13106 -2.18916 1.08 -2.60 -3.89 -0.47
N -1.41613 0.24830 -1.28592 -0.25 -0.14 -0.24 -0.34
C 1.32801 -1.15987 -4.04024 -0.24 0.78 -0.09 0.02
C -2.92286 -0.79764 -2.56057 -0.06 1.28 0.05 -0.03
H 0.77852 -1.85042 -4.69873 0.94 0.37 0.16 0.23
H -3.29058 -1.50708 -3.27348 -0.03 -0.27 -0.09 0.21
C 2.40706 -0.27825 -4.20045 -0.36 0.52 0.37 -0.37
C -3.52669 0.34407 -2.04625 0.74 -0.68 0.04 -0.36
C 2.42469 0.50962 -3.01656 -1.33 -1.37 0.27 0.00
C -2.55002 0.95226 -1.23744 0.04 -1.36 -0.88 -0.04
H 2.98298 -0.09168 -5.10421 -0.05 -0.31 0.42 0.24
H -4.49244 0.70824 -2.26378 -0.85 0.18 -0.06 0.22
H 3.13479 1.27711 -2.65643 -0.71 -0.47 -0.51 0.23
H -2.68385 1.84292 -0.66439 0.36 0.32 0.31 0.22
H 1.16935 -1.04004 0.18948 -2.49 -0.27 -1.59 0.37
O -0.05964 2.21296 2.26860 -0.57 -0.44 -0.47 -0.68
B 0.55777 1.01780 1.80965 -0.42 -0.20 1.87 0.48
O 0.49307 0.11689 2.93490 -0.38 -0.45 -0.48 -0.73
C -0.14504 0.73588 3.99306 0.68 1.76 0.26 0.28
C -0.00523 0.45163 5.36784 0.30 0.29 0.20 -0.27
C -0.06509 1.53939 6.27058 -0.37 -0.57 -0.16 -0.22
C -0.41344 2.82055 5.84253 -0.66 0.15 -0.54 -0.22
C -0.72684 3.07430 4.48921 0.35 0.08 0.41 -0.24
C -0.50818 2.04076 3.56929 1.65 -0.71 0.60 0.22
H 0.28116 -0.53227 5.76917 -0.03 0.48 -0.54 0.22
H 0.15998 1.40133 7.34235 -0.18 -0.16 -0.74 0.22
H -0.44875 3.63669 6.58029 -0.07 -0.41 -0.51 0.22
H -0.97827 4.09448 4.17813 0.23 -0.50 -0.07 0.23
```
Forces are in eV/Å.